Computed, not measured: 14 unconnected molecules or ions with the total composition C68H178N14O20, with ωB97M-V/def2-TZVPD.

## Properties
- Frontier orbital gap: 8.602 eV
- Energy relative to the best compared isomer or geometry (same formula, charge and spin): 70.87 kcal/mol
- HOMO energy: -8.102 eV
- Total energy: -4968.4319 Ha
- E_LUMO: 0.50 eV

CARTESIAN COORDINATES (ANGSTROEM)
C: -6.85 -0.31 0.28
C: -5.56 0.13 -0.45
C: -4.65 -1.06 -0.82
O: -4.29 -1.78 0.31
C: -3.67 -3.06 0.11
N: -5.95 0.89 -1.60
H: -7.58 0.49 0.32
H: -6.60 -0.59 1.30
H: -7.37 -1.17 -0.16
H: -5.05 0.91 0.11
H: -3.73 -0.71 -1.29
H: -5.25 -1.69 -1.49
H: -4.35 -3.79 -0.34
H: -3.35 -3.54 1.04
H: -2.79 -2.93 -0.52
H: -5.18 1.20 -2.17
H: -6.55 0.39 -2.24
C: 0.81 2.13 -2.72
C: 2.24 2.48 -2.44
C: 2.97 3.13 -3.68
O: 2.97 2.31 -4.83
C: 3.58 2.93 -5.98
N: 2.32 3.28 -1.25
H: 0.72 1.18 -3.25
H: 0.48 2.92 -3.40
H: 0.10 2.10 -1.90
H: 2.75 1.55 -2.20
H: 4.00 3.22 -3.33
H: 2.49 4.10 -3.76
H: 3.79 2.11 -6.66
H: 4.58 3.28 -5.71
H: 2.92 3.65 -6.46
H: 1.72 4.06 -1.43
H: 3.23 3.66 -1.03
C: 3.04 8.47 -2.79
C: 2.85 7.20 -1.94
C: 1.47 6.58 -2.20
O: 1.11 5.61 -1.23
C: -0.31 5.28 -1.26
N: 3.88 6.20 -2.26
H: 4.11 8.66 -2.82
H: 2.43 9.33 -2.51
H: 2.77 8.25 -3.82
H: 2.97 7.57 -0.92
H: 1.35 6.17 -3.20
H: 0.77 7.42 -2.13
H: -0.66 4.99 -2.25
H: -0.92 6.09 -0.86
H: -0.51 4.33 -0.76
H: 4.71 6.76 -2.13
H: 4.04 5.57 -1.49
C: 1.24 -0.90 6.98
C: 0.64 -1.30 5.58
C: -0.70 -0.66 5.19
O: -1.12 -1.41 4.01
C: -2.53 -1.37 3.79
N: 1.64 -1.07 4.55
H: 2.32 -1.01 7.08
H: 0.71 -1.40 7.78
H: 1.15 0.17 7.18
H: 0.54 -2.38 5.50
H: -0.68 0.43 5.10
H: -1.35 -0.97 6.01
H: -3.04 -2.00 4.52
H: -2.69 -1.75 2.78
H: -2.86 -0.33 3.85
H: 1.15 -1.38 3.72
H: 1.83 -0.09 4.40
C: -0.70 6.73 2.76
C: -0.70 5.66 3.90
C: -2.11 5.32 4.37
O: -2.92 6.47 4.68
C: -4.29 6.15 5.04
N: -0.01 4.53 3.31
H: 0.35 6.93 2.59
H: -1.16 7.66 3.08
H: -1.03 6.38 1.78
H: -0.14 5.95 4.79
H: -2.17 4.66 5.24
H: -2.58 4.84 3.52
H: -4.33 5.52 5.93
H: -4.86 5.71 4.22
H: -4.89 7.02 5.29
H: -0.59 4.10 2.60
H: 0.83 4.88 2.87
C: 2.46 2.83 5.56
C: 3.12 2.30 4.27
C: 4.24 1.28 4.35
O: 5.30 1.98 4.92
C: 6.54 1.44 4.59
N: 1.99 1.73 3.57
H: 1.59 3.48 5.42
H: 3.23 3.33 6.15
H: 2.19 1.99 6.20
H: 3.51 3.15 3.71
H: 4.51 0.96 3.35
H: 4.05 0.36 4.92
H: 6.58 0.46 5.08
H: 7.32 2.08 5.00
H: 6.72 1.32 3.52
H: 2.25 1.52 2.62
H: 1.33 2.50 3.62
C: 0.33 -1.60 -5.98
C: -0.05 -1.01 -7.33
C: -1.53 -0.61 -7.38
O: -2.27 -1.72 -6.96
C: -3.52 -1.87 -7.64
N: 0.83 0.08 -7.75
H: 0.00 -0.94 -5.17
H: 1.41 -1.71 -6.09
H: -0.17 -2.55 -5.81
H: -0.03 -1.86 -8.01
H: -1.77 -0.34 -8.41
H: -1.72 0.25 -6.74
H: -4.04 -0.91 -7.75
H: -4.17 -2.52 -7.06
H: -3.55 -2.25 -8.67
H: 1.78 -0.22 -7.61
H: 0.70 0.25 -8.74
C: 4.95 0.62 -0.13
C: 3.59 -0.04 0.17
C: 3.65 -1.20 1.25
O: 4.34 -2.25 0.62
C: 3.95 -3.49 1.11
N: 2.76 1.03 0.67
H: 4.77 1.53 -0.70
H: 5.65 -0.03 -0.64
H: 5.34 0.90 0.85
H: 3.32 -0.50 -0.78
H: 2.61 -1.52 1.36
H: 3.98 -0.90 2.24
H: 4.49 -4.37 0.77
H: 2.92 -3.60 0.77
H: 4.06 -3.45 2.19
H: 2.59 1.72 -0.05
H: 1.86 0.59 0.81
C: 4.35 -8.11 3.49
O: 3.20 -7.38 3.25
C: 3.02 -6.30 4.19
C: 1.74 -5.50 3.93
N: 0.54 -6.17 4.44
C: -0.62 -5.46 4.08
C: -1.08 -5.53 2.68
O: -1.66 -6.80 2.41
C: -2.30 -6.84 1.12
H: 5.26 -7.65 3.10
H: 4.20 -9.07 3.00
H: 4.51 -8.35 4.54
H: 3.86 -5.62 4.07
H: 3.01 -6.61 5.23
H: 1.69 -5.46 2.84
H: 1.91 -4.48 4.26
H: 0.58 -7.11 4.07
H: -0.46 -4.39 4.21
H: -1.42 -5.74 4.76
H: -0.38 -5.30 1.88
H: -1.82 -4.76 2.44
H: -2.53 -7.89 0.96
H: -1.50 -6.63 0.40
H: -3.22 -6.27 0.98
C: -2.91 2.17 2.06
O: -1.55 2.19 2.14
C: -0.91 1.87 0.90
C: -1.11 0.38 0.54
N: -0.06 -0.34 1.23
C: -0.19 -1.81 1.02
C: 0.35 -2.28 -0.41
O: -0.71 -2.14 -1.37
C: -0.22 -2.45 -2.70
H: -3.26 2.42 1.06
H: -3.41 2.81 2.78
H: -3.23 1.20 2.45
H: 0.17 2.01 0.95
H: -1.29 2.48 0.09
H: -0.94 0.32 -0.54
H: -2.09 -0.04 0.77
H: -0.25 -0.12 2.20
H: -1.25 -2.05 1.03
H: 0.23 -2.43 1.81
H: 0.65 -3.33 -0.32
H: 1.08 -1.56 -0.76
H: 0.66 -1.83 -2.85
H: -0.95 -2.11 -3.43
H: -0.02 -3.52 -2.82
C: -2.83 0.53 -3.93
O: -3.61 1.47 -3.23
C: -3.04 2.80 -3.07
C: -4.17 3.76 -2.60
N: -4.65 3.42 -1.31
C: -5.70 4.31 -0.81
C: -5.02 5.63 -0.33
O: -5.78 6.43 0.59
C: -5.12 7.45 1.27
H: -2.69 0.88 -4.95
H: -3.40 -0.39 -4.03
H: -1.85 0.28 -3.51
H: -2.63 3.15 -4.02
H: -2.21 2.78 -2.37
H: -4.96 3.61 -3.33
H: -3.87 4.79 -2.77
H: -4.95 2.48 -1.08
H: -6.20 3.82 0.03
H: -6.47 4.44 -1.58
H: -4.92 6.24 -1.23
H: -4.04 5.41 0.08
H: -5.83 8.11 1.77
H: -4.31 8.01 0.80
H: -4.53 6.96 2.05
C: 0.06 -9.80 -0.17
O: 0.45 -8.44 -0.26
C: 1.63 -8.19 0.48
C: 2.22 -6.82 0.09
N: 2.58 -6.84 -1.36
C: 3.35 -5.67 -1.78
C: 3.28 -5.60 -3.38
O: 1.91 -5.55 -3.75
C: 1.59 -5.88 -5.10
H: -0.72 -9.91 -0.92
H: -0.40 -10.12 0.76
H: 0.78 -10.57 -0.43
H: 2.32 -8.97 0.15
H: 1.48 -8.44 1.53
H: 3.06 -6.67 0.76
H: 1.53 -6.00 0.29
H: 1.73 -7.05 -1.86
H: 4.33 -5.74 -1.31
H: 2.84 -4.80 -1.37
H: 3.83 -6.44 -3.81
H: 3.88 -4.73 -3.65
H: 1.66 -6.94 -5.37
H: 2.16 -5.23 -5.77
H: 0.61 -5.45 -5.26
C: -0.90 3.41 8.81
O: -1.79 2.39 8.50
C: -2.39 2.65 7.25
C: -3.45 1.49 6.91
N: -4.62 1.68 7.78
C: -5.49 2.71 7.26
C: -6.23 2.43 5.92
O: -5.35 2.80 4.87
C: -6.03 2.85 3.62
H: -0.56 3.20 9.83
H: -1.37 4.39 8.84
H: -0.02 3.35 8.18
H: -1.65 2.55 6.45
H: -2.77 3.67 7.15
H: -2.94 0.56 7.18
H: -3.74 1.38 5.87
H: -4.24 2.04 8.64
H: -5.17 3.75 7.20
H: -6.21 2.84 8.07
H: -7.16 3.00 5.89
H: -6.45 1.37 5.76
H: -5.45 3.50 2.97
H: -7.05 3.23 3.67
H: -6.09 1.85 3.18
C: 2.45 -5.09 -9.56
O: 3.22 -4.01 -9.08
C: 3.04 -2.76 -9.74
C: 4.11 -1.89 -9.13
N: 3.74 -1.59 -7.78
C: 4.94 -1.09 -7.14
C: 4.59 -0.59 -5.75
O: 4.45 -1.66 -4.90
C: 3.65 -1.33 -3.72
H: 2.28 -5.84 -8.79
H: 3.03 -5.70 -10.25
H: 1.58 -4.81 -10.14
H: 2.00 -2.51 -9.52
H: 3.14 -2.86 -10.82
H: 4.09 -0.95 -9.68
H: 5.05 -2.43 -9.18
H: 3.41 -2.47 -7.41
H: 5.22 -0.18 -7.69
H: 5.79 -1.76 -7.02
H: 3.68 0.01 -5.78
H: 5.45 -0.01 -5.41
H: 3.63 -2.14 -2.99
H: 2.64 -1.25 -4.13
H: 3.93 -0.34 -3.35



Computed, not measured: a molecular structure, C17H12Cl5IrN2O2S2, with ωB97M-V/def2-TZVPD.

## Properties
- Frontier orbital gap (alpha / beta): 6.253 / 5.193 eV
- Total charge: +1
- Energy relative to the best compared isomer or geometry (same formula, charge and spin): 31.71 kcal/mol
- HOMO energy (alpha / beta): -11.409 / -11.343 eV
- Total energy: -4116.4584 Ha
- E_LUMO (alpha / beta): -5.16 / -6.15 eV
- Multiplicity: 2

CARTESIAN COORDINATES (ANGSTROEM)
Ir: 0.28 -1.74 -0.03
Cl: -0.21 -1.68 3.67
C: -0.91 -2.90 2.68
C: -0.69 -2.91 1.31
C: -1.37 -3.85 0.56
Cl: -1.18 -3.61 -1.17
C: -2.19 -4.83 1.09
Cl: -2.99 -5.95 0.07
C: -2.34 -4.85 2.48
Cl: -3.32 -6.05 3.20
C: -1.71 -3.88 3.27
Cl: -1.94 -3.90 4.97
O: -0.22 -1.13 -3.81
C: -0.12 -0.65 -2.72
O: 0.81 -1.10 -1.85
C: -0.97 0.52 -2.29
C: -1.54 1.24 -3.35
C: -2.33 2.34 -3.13
C: -2.60 2.74 -1.83
C: -2.08 2.03 -0.76
C: -1.25 0.92 -0.98
S: -0.75 0.18 0.57
H: -1.33 0.89 -4.35
H: -2.75 2.88 -3.97
H: -3.24 3.59 -1.63
H: -2.33 2.32 0.25
S: 2.02 -1.20 1.12
C: 2.26 0.54 0.79
N: 2.53 1.33 1.81
C: 2.76 2.77 1.64
C: 3.31 3.03 0.25
C: 2.43 2.37 -0.80
N: 2.28 0.95 -0.45
H: 2.48 0.94 2.73
H: 3.45 3.10 2.41
H: 1.81 3.29 1.79
H: 4.33 2.64 0.17
H: 3.36 4.10 0.07
H: 2.88 2.42 -1.78
H: 1.44 2.83 -0.84
H: 1.94 0.29 -1.15



Number 1: maximum force 2.9 eV/Å. Number 2: maximum force 0.8 eV/Å.